1.
Formula: C28H25N7O4
Source: OMol25
Level of theory: the ωB97M-V functional and the def2-TZVPD basis

Structure (XYZ):
```
64
Properties=species:S:1:pos:R:3:forces:R:3
C 4.3772 3.4409 3.8664 -0.107 -0.021 0.033
C 3.6736 2.8214 4.8994 -0.052 -0.088 -0.059
C 2.8140 1.7472 4.6311 0.224 0.270 -0.282
C 2.6589 1.3083 3.3154 0.061 0.452 -0.234
C 1.6866 0.2374 2.8910 -0.048 -0.394 0.054
C 1.2460 -0.5907 4.1057 -0.051 0.341 0.005
C -0.0937 -0.6792 4.4918 0.280 -0.209 0.135
C -0.4528 -1.5125 5.5563 0.075 0.015 0.177
C 0.5146 -2.2310 6.2582 0.122 0.044 -0.189
C 1.8609 -2.1126 5.8916 0.062 0.306 -0.089
C 2.2348 -1.2586 4.8460 -0.378 -0.456 0.414
C 0.5240 0.8702 2.1193 -0.668 0.465 -0.030
C 0.2044 2.2343 2.1722 -0.098 -0.067 0.124
C -0.8414 2.7622 1.4013 -0.073 -0.031 0.247
C -1.6707 1.9227 0.6607 0.145 0.006 0.040
C -1.3948 0.5582 0.6418 0.249 0.295 0.270
C -0.2801 0.0621 1.3130 -0.597 -0.336 -0.233
C 2.3648 -0.7186 1.8612 0.250 0.803 -1.164
C 3.8745 -0.9907 1.8840 0.082 -0.193 0.494
C 3.9616 -2.4062 1.2688 0.674 0.147 -0.184
C 2.5665 -3.0314 1.3555 -0.261 -0.607 -0.146
N 1.6873 -1.9583 1.7243 -1.227 -1.517 0.980
C 3.3201 1.9641 2.2732 0.545 0.570 0.206
C 4.1830 3.0238 2.5428 -0.083 -0.101 0.193
H 5.0680 4.2567 4.0945 -0.280 -0.228 -0.118
H 3.7682 3.1806 5.9271 0.082 -0.130 -0.336
H 2.2636 1.2624 5.4394 0.192 0.227 -0.251
H -0.8437 -0.0694 3.9816 0.206 -0.397 0.105
H -1.4977 -1.5955 5.8488 0.183 0.078 -0.039
H 0.2364 -2.8556 7.1119 0.046 0.155 -0.393
H 2.6270 -2.6720 6.4380 -0.271 0.285 -0.151
H 3.2979 -1.0802 4.6491 -0.529 -0.246 -0.079
H 0.7521 2.8906 2.8540 -0.072 -0.145 -0.407
H -1.0416 3.8371 1.4214 0.088 -0.373 0.067
H -2.5268 2.3217 0.1185 0.204 -0.022 0.104
H -2.0635 -0.1492 0.1616 0.273 0.415 0.218
H -0.0650 -1.0034 1.2108 -0.124 0.493 0.089
H 2.2411 -0.2990 0.8499 -0.086 0.836 0.274
H 4.3836 -0.2549 1.2526 -0.031 -0.228 0.152
H 4.3313 -0.8800 2.8747 -0.139 -0.341 -0.127
H 4.2684 -2.2658 0.2209 -0.024 -0.406 0.314
H 4.6999 -3.0291 1.7890 -0.067 0.174 -0.313
H 2.1931 -3.4302 0.4059 0.562 -0.192 -0.169
H 2.5060 -3.8720 2.0680 0.199 0.307 -0.043
H 0.9820 -2.2233 2.4099 0.663 0.341 0.016
H 3.1558 1.6507 1.2388 0.001 0.174 0.391
H 4.6872 3.5373 1.7234 -0.067 -0.153 0.237
O -7.1814 -3.1196 -2.6826 1.735 1.967 -0.823
N -6.5769 -2.2679 -3.3590 -2.363 -0.992 -1.336
O -6.9033 -1.9926 -4.5384 1.052 -0.126 2.365
C -5.3896 -1.5914 -2.8041 1.004 -0.303 0.140
C -4.5296 -0.9164 -3.6522 -0.657 -0.429 0.441
C -3.2193 -0.5946 -3.2125 -0.008 -0.705 1.901
N -2.4108 0.3781 -3.8912 2.359 2.313 -1.246
O -2.6244 0.7033 -5.0763 -0.104 -1.102 2.434
O -1.5070 0.8988 -3.1873 -1.738 -1.101 -1.521
C -2.7007 -1.0553 -1.9973 -1.809 0.385 -0.697
N -3.6208 -1.6433 -1.1554 -0.519 -0.053 -0.134
N -3.4193 -1.9422 0.1598 -1.209 -0.693 0.315
N -4.5890 -2.3025 0.6480 1.031 0.986 -1.922
N -5.5721 -2.2328 -0.2882 1.231 0.015 -1.205
C -4.9705 -1.8511 -1.4404 -0.114 -0.201 0.957
H -4.8554 -0.6406 -4.6534 0.115 -0.184 0.164
H -1.7011 -0.8658 -1.6277 -0.140 -0.097 -0.138
```
Forces are in eV/Å.

Calculated values
structure (SMILES) = c1ccc(C(c2ccccc2)(c2ccccc2)[C@H]2CCCN2)cc1.O=[N+]([O-])c1cc([N+](=O)[O-])c2nnnn2c1
lowest unoccupied orbital energy = -2.422 eV
gap between HOMO and LUMO = 0.2125 Eh

=====

2.
Formula: C28H26AuN3O8
Source: OMol25
Level of theory: the ωB97M-V functional and the def2-TZVPD basis

Structure (XYZ):
```
66
Properties=species:S:1:pos:R:3:forces:R:3
Au -0.1495 1.8307 0.9876 0.000 -0.089 0.026
O -4.2323 0.0490 -1.3636 -0.018 -0.023 -0.015
C -3.8887 -1.1593 -0.8873 -0.003 0.018 0.007
C -4.3632 -2.2769 -1.5793 0.005 0.013 -0.013
C -4.0471 -3.5512 -1.1563 0.012 -0.003 0.002
C -3.2460 -3.7470 -0.0323 0.004 -0.003 -0.011
C -2.7700 -2.6441 0.6482 -0.016 0.012 0.005
C -3.0751 -1.3437 0.2427 -0.053 -0.024 0.066
C -2.4370 -0.2229 0.9942 -0.003 -0.056 -0.033
O -1.5333 -0.4413 1.8144 -0.059 -0.001 0.029
N -2.8889 1.0082 0.6596 -0.015 0.031 0.041
N -2.1218 1.9899 1.2035 0.026 0.027 -0.042
C -2.6363 2.9950 1.8061 -0.073 0.010 0.025
C -1.9285 4.0858 2.4356 0.043 0.012 0.013
C -2.6641 5.2297 2.7798 0.001 -0.021 -0.010
C -2.0896 6.2711 3.4694 0.027 0.004 0.014
C -0.7518 6.1645 3.8550 -0.022 0.018 0.001
C -0.0102 5.0464 3.5439 0.001 -0.033 -0.010
C -0.5763 3.9880 2.8201 -0.053 0.029 0.014
O 0.1904 2.9287 2.5856 0.017 0.044 -0.082
H -3.8192 0.7236 -0.7733 0.017 0.000 0.005
H -4.9798 -2.1084 -2.4524 0.001 -0.001 -0.001
H -4.4277 -4.4032 -1.7061 -0.002 -0.002 0.000
H -3.0040 -4.7465 0.3035 0.001 -0.001 0.000
H -2.1366 -2.7534 1.5191 0.001 -0.001 0.003
H -3.7202 2.9832 1.8642 0.003 0.002 -0.003
H -3.7072 5.2795 2.4904 0.000 -0.005 -0.001
H -2.6669 7.1506 3.7168 0.004 0.002 0.003
H -0.2849 6.9707 4.4067 -0.003 0.002 -0.001
H 1.0253 4.9565 3.8427 0.000 -0.002 0.000
O 1.9094 1.6378 0.8286 0.061 0.202 0.033
C 2.6068 0.8583 1.4985 -0.101 -0.199 0.018
C 4.0956 0.9307 1.3744 0.014 -0.009 -0.009
C 4.5657 -0.4366 0.8154 0.001 0.002 -0.015
C 3.5558 -1.1610 -0.1037 -0.004 0.006 -0.016
C 2.4919 -2.0147 0.6110 0.022 0.002 0.015
C 1.4160 -1.2109 1.3340 -0.007 -0.023 0.000
N 2.0852 -0.1876 2.1867 0.014 0.065 -0.066
H 4.5548 1.1400 2.3429 -0.009 -0.001 0.008
H 4.3328 1.7493 0.6988 0.006 0.008 0.013
H 4.8280 -1.1027 1.6424 0.004 -0.002 -0.004
H 5.4896 -0.2621 0.2638 0.000 0.000 0.002
H 4.1242 -1.8259 -0.7557 -0.004 0.002 0.000
H 3.0681 -0.4416 -0.7716 0.011 0.013 -0.001
H 2.9958 -2.6773 1.3249 0.001 -0.010 -0.009
H 1.9988 -2.6588 -0.1213 -0.006 0.005 0.005
H 0.7699 -1.8210 1.9588 0.012 -0.011 0.030
H 0.7656 -0.7048 0.6269 0.005 -0.029 0.070
H 2.7891 -0.6314 2.7637 0.005 0.004 0.006
O 1.0992 1.7094 -1.8564 0.061 -0.007 0.049
C 0.4259 0.7375 -1.5911 -0.231 -0.098 -0.255
O -0.4453 0.6635 -0.6002 0.204 0.109 0.150
C 0.5049 -0.5501 -2.3547 0.062 0.022 0.014
C -0.2299 -1.6613 -1.9580 0.026 -0.025 0.000
C -0.1022 -2.8881 -2.6157 0.000 0.009 -0.028
C 0.7797 -2.9319 -3.6663 -0.008 0.024 -0.002
O 1.1219 -4.0038 -4.4447 -0.007 -0.010 -0.011
C 1.8522 -3.4398 -5.5327 -0.001 -0.004 0.007
O 2.3384 -2.1739 -5.1043 0.006 0.007 -0.019
C 1.5101 -1.8205 -4.0665 -0.019 -0.020 0.013
C 1.3985 -0.6134 -3.4356 0.006 0.022 0.020
H -0.9128 -1.5762 -1.1233 0.029 -0.011 -0.057
H -0.6744 -3.7547 -2.3147 -0.003 0.008 0.012
H 1.1768 -3.3024 -6.3848 0.001 -0.002 -0.003
H 2.6886 -4.0872 -5.7821 0.002 0.001 0.001
H 1.9659 0.2598 -3.7256 0.007 -0.007 -0.005
```
Forces are in eV/Å.

Calculated values
lowest unoccupied orbital energy = -0.951 eV
gap between HOMO and LUMO = 0.2583 Eh

=====

3.
Formula: C28H26BCrN5O8S
Source: OMol25
Level of theory: the ωB97M-V functional and the def2-TZVPD basis

Structure (XYZ):
```
70
Properties=species:S:1:pos:R:3:forces:R:3
Cr -0.8258 0.3289 1.2447 -0.599 0.652 0.714
C -1.8978 3.7934 2.1848 0.009 0.015 -0.040
C -0.4850 3.8903 2.0545 -0.222 -0.031 -0.032
C 0.0779 2.7623 2.6500 -0.078 -0.013 0.391
C -0.9830 1.9608 3.1770 0.380 -0.120 -0.347
C -2.2060 2.6226 2.8815 0.280 0.171 -0.112
H -2.6183 4.5004 1.7932 0.037 -0.003 0.029
H 0.0606 4.7022 1.5916 -0.037 -0.039 -0.055
H 1.1380 2.5842 2.7934 -0.081 -0.056 -0.048
H -0.8550 1.1560 3.8910 -0.083 0.026 -0.043
H -3.1934 2.2963 3.1827 0.022 -0.017 -0.072
N 4.0826 -0.7032 -1.4091 0.136 -0.919 1.944
C 4.1684 -1.4493 -0.2906 -0.168 0.610 -0.483
O 4.9324 -2.3881 -0.1390 0.192 -0.223 0.125
C 3.2359 -1.0815 0.8474 0.256 -0.134 -0.002
C 3.5195 -1.5259 2.1311 -0.053 -0.014 0.118
C 2.6253 -1.2490 3.1553 0.031 0.018 -0.073
C 1.4543 -0.5717 2.8596 0.193 -0.015 0.047
N 1.1714 -0.1598 1.6202 0.003 -0.121 0.102
C 2.0579 -0.4022 0.6463 -0.163 0.126 -0.233
H 4.5491 -0.9834 -2.2581 0.047 0.040 0.090
H 3.4177 0.0456 -1.5290 0.161 -0.330 0.218
H 4.4274 -2.0949 2.2926 -0.035 0.025 -0.007
H 2.8111 -1.5685 4.1713 0.016 -0.003 -0.014
H 0.7132 -0.3577 3.6192 0.002 -0.044 -0.031
H 1.7749 -0.0462 -0.3354 0.045 -0.247 0.173
O -0.6627 -2.6181 0.1307 -0.001 0.104 -0.092
B -0.6417 -1.2342 -0.1251 0.314 -0.592 -0.529
O -0.0577 -1.0202 -1.3848 -0.080 -0.199 0.077
C 0.3696 -2.2469 -1.8385 -0.024 0.261 -0.023
C 1.1132 -2.5260 -2.9604 0.108 -0.098 -0.121
C 1.4382 -3.8705 -3.1554 -0.046 0.031 0.006
C 1.0307 -4.8562 -2.2594 -0.025 0.060 0.011
C 0.2942 -4.5421 -1.1147 0.057 -0.090 -0.064
C -0.0113 -3.2145 -0.9304 -0.160 -0.012 0.231
H 1.4696 -1.7442 -3.6250 -0.036 -0.084 0.095
H 2.0319 -4.1449 -4.0181 0.002 0.001 0.039
H 1.3097 -5.8867 -2.4403 -0.002 0.018 -0.004
H -0.0038 -5.2942 -0.3960 0.012 0.013 -0.020
N -0.8496 1.8034 -0.2511 -0.008 -0.082 -0.025
C 0.2321 1.8915 -1.1990 -0.101 0.132 0.236
C 0.0360 1.5820 -2.5357 -0.035 -0.033 -0.179
C 1.1284 1.4460 -3.3760 0.062 -0.005 0.103
C 2.4180 1.6399 -2.8814 -0.297 0.038 -0.041
C 2.5936 2.0706 -1.5753 0.027 0.308 -0.104
C 1.4979 2.1960 -0.7326 0.036 0.325 0.095
S 3.8285 1.1532 -3.8645 -0.033 0.563 -0.386
O 3.7904 -0.3049 -3.7249 -0.107 0.222 -1.425
O 3.5408 1.6294 -5.2027 0.056 -0.084 0.009
O 4.9618 1.7723 -3.1985 -0.004 -0.158 -0.092
H -1.7557 1.6758 -0.7047 0.010 -0.002 -0.090
H -0.9229 2.6507 0.3279 0.071 0.154 0.097
H -0.9690 1.3784 -2.8938 0.085 -0.009 0.007
H 1.0029 1.1530 -4.4121 0.004 0.023 0.049
H 3.6005 2.2801 -1.2290 -0.073 -0.024 -0.004
H 1.6235 2.4845 0.3071 -0.014 -0.029 -0.080
C -6.3833 0.4757 0.2555 0.119 -0.052 0.063
N -5.1539 0.1216 0.9591 -0.042 0.084 0.019
C -5.2206 -0.5956 2.1170 -0.177 0.019 -0.077
C -4.1359 -1.0102 2.7940 0.106 -0.017 0.093
C -2.8714 -0.6288 2.2393 0.219 -0.097 0.051
O -1.7275 -0.9367 2.6916 -0.030 0.122 -0.143
N -2.8320 0.1536 1.1476 -0.391 -0.108 -0.219
C -3.9177 0.5383 0.4313 -0.047 -0.089 0.189
O -3.8658 1.1923 -0.5983 0.099 0.026 -0.019
H -6.8369 -0.4079 -0.1950 0.007 -0.004 0.004
H -6.1301 1.1814 -0.5263 0.032 0.041 -0.029
H -7.0874 0.9347 0.9477 -0.013 0.005 0.019
H -6.2246 -0.8126 2.4611 0.012 -0.021 -0.041
H -4.2036 -1.5705 3.7129 0.015 -0.013 -0.047
```
Forces are in eV/Å.

Calculated values
spin multiplicity = 4
charge = -1
lowest unoccupied orbital energy (spin up / spin down) = 1.986 / 1.966 eV
gap between HOMO and LUMO (spin up / spin down) = 0.2645 / 0.2655 Eh

=====

4.
Formula: C28H26Cl2FN3ORu
Source: OMol25
Level of theory: the ωB97M-V functional and the def2-TZVPD basis

Structure (XYZ):
```
62
Properties=species:S:1:pos:R:3:forces:R:3
Ru -1.0481 0.8072 0.0779 -0.568 0.448 0.220
Cl 3.2101 2.8617 2.3290 -0.238 -0.252 -0.039
C 1.5402 3.2214 2.4913 -0.222 0.640 0.785
C 1.1297 4.1719 3.4030 0.775 -0.521 -0.229
C -0.1828 4.6501 3.4928 0.125 -0.497 0.009
Cl -0.5510 5.7656 4.7621 -0.008 -0.390 -0.707
C -1.1609 4.1415 2.5906 -1.230 1.373 0.760
C -2.4680 4.7037 2.4896 1.460 -0.737 -0.352
C -3.3465 4.1415 1.5678 -0.837 -1.465 -1.054
C -2.9650 2.9974 0.8752 -1.496 1.976 1.135
N -1.7477 2.4461 1.0124 1.629 -0.131 0.166
C -0.7970 3.0487 1.8086 -0.422 -0.232 -0.734
C 0.5337 2.5313 1.7059 -0.267 -0.857 -0.727
O 0.7643 1.5002 0.9351 -0.127 1.243 0.902
H 1.8337 4.5485 4.1134 0.494 0.285 0.104
H -2.6875 5.5892 3.0198 -0.289 0.661 0.594
H -4.3843 4.4838 1.4202 0.773 0.008 0.166
H -3.6881 2.4977 0.2645 -0.064 -0.231 -0.322
C -0.5695 -0.2378 -4.1204 -0.536 -1.358 -0.353
C -0.0528 0.5276 -2.8840 -1.165 0.319 -0.614
C 0.3881 1.9399 -3.3065 0.798 -0.146 0.401
C 1.0653 -0.2166 -2.2550 -0.684 -0.357 1.409
C 2.2624 -0.3686 -3.0131 0.046 0.469 -0.137
C 3.3298 -1.0217 -2.4961 1.458 -1.119 0.035
C 3.2790 -1.4746 -1.1833 0.682 0.095 -1.806
C 2.1096 -1.4784 -0.4320 -1.992 1.201 0.445
C 2.1670 -2.1114 0.9046 -1.206 -0.371 1.769
C 3.1962 -1.4599 1.8437 0.425 1.382 -0.150
C 2.4554 -3.6150 0.8064 0.120 -1.049 -0.617
C 0.9413 -0.8364 -0.9768 0.241 -2.112 -0.067
N -0.3008 -0.9567 -0.3456 0.549 -0.113 0.361
C -0.9395 -2.1806 0.0690 -0.917 0.898 0.224
C -1.2765 -3.1596 -0.8607 -0.230 -0.545 0.132
C -2.1303 -4.2153 -0.4904 0.058 0.232 0.679
C -2.6892 -4.2896 0.7970 0.543 -0.369 0.158
C -2.4059 -3.3090 1.7707 0.271 -0.440 -1.087
C -1.5827 -2.2851 1.3560 1.266 0.745 0.194
F -1.2565 -1.3535 2.3287 -0.125 -0.317 -1.008
H -1.5838 0.0927 -4.4655 1.001 0.066 0.349
H -0.6846 -1.3389 -3.9073 0.117 0.990 -0.127
H 0.1495 -0.1541 -4.9638 -0.507 0.025 0.435
H -0.8962 0.6146 -2.1582 0.627 -0.115 -0.559
H 0.8700 1.9411 -4.3038 -0.100 0.033 0.609
H 1.0882 2.2611 -2.5240 0.048 0.448 -0.436
H -0.4212 2.6588 -3.3242 -0.315 -0.061 -0.054
H 2.2987 0.0704 -4.0010 -0.021 -0.146 -0.093
H 4.1892 -1.3390 -3.0945 -0.198 0.710 0.146
H 4.1351 -1.9361 -0.7680 0.811 -0.425 0.323
H 1.1762 -1.9756 1.3972 0.612 -0.145 -0.464
H 4.1909 -1.5008 1.3841 0.022 -0.090 0.178
H 3.2821 -1.9285 2.8478 -0.400 0.143 -0.783
H 2.9705 -0.3655 1.9525 0.103 -0.950 0.121
H 3.5164 -3.8280 0.5224 -0.830 0.174 0.083
H 1.7682 -4.1218 0.1085 0.392 0.311 -0.157
H 2.2585 -4.1725 1.7289 0.209 0.610 0.222
H -0.8865 -3.0807 -1.8849 -0.161 -0.087 0.495
H -2.3493 -5.0170 -1.1822 0.023 0.092 -0.120
H -3.2165 -5.2073 1.0994 0.005 0.669 -0.292
H -2.7337 -3.3750 2.8138 0.043 0.120 -0.559
N -3.7512 -0.1638 -1.0019 0.504 0.709 -0.336
C -2.7225 0.3159 -0.6369 -2.866 -2.088 -0.696
H -4.6232 -0.4551 -1.5098 1.792 0.643 1.069
```
Forces are in eV/Å.

Calculated values
spin multiplicity = 6
charge = +1
lowest unoccupied orbital energy (spin up / spin down) = -2.963 / -7.090 eV
gap between HOMO and LUMO (spin up / spin down) = 0.1777 / 0.1366 Eh

=====

Energy above the lowest of the compared OMol25 structures with the same formula, charge and spin across the listed records, respectively: 66.74; 30.83; 40.54; 6.87 kJ/mol.